1.
Below is a structure of composition C38H56BrIN5O2SSi2Sr, with properties calculated with ωB97M-V/def2-TZVPD.

CARTESIAN COORDINATES (ANGSTROEM)
Sr -1.54 1.10 -2.02
N -3.67 2.73 -1.21
C -3.68 4.07 -1.60
C -4.58 4.47 -2.60
C -4.73 5.83 -2.92
C -3.83 6.74 -2.29
C -2.83 6.32 -1.43
C -2.70 4.98 -1.11
C -1.62 4.54 -0.14
C -1.01 5.47 0.75
C -0.02 5.10 1.67
C 0.32 3.75 1.75
C -0.15 2.89 0.78
C -1.11 3.26 -0.07
H -4.61 2.31 -1.19
H -3.17 2.63 -0.36
H -5.30 3.78 -2.95
H -5.46 6.21 -3.62
H -3.89 7.83 -2.48
H -2.22 7.12 -0.97
H -1.30 6.48 0.73
H 0.49 5.81 2.35
H 1.04 3.33 2.50
H 0.46 1.95 0.63
N -0.30 -0.71 -3.61
N 1.07 -0.84 -3.20
C 1.43 -0.37 -1.87
O 2.61 -0.59 -1.58
O 0.53 0.27 -1.18
H -0.85 -1.58 -3.39
H -0.26 -0.90 -4.61
H 1.52 -1.70 -3.50
C -6.71 -4.47 -0.54
Si -5.55 -3.39 -1.53
C -4.46 -4.51 -2.57
C -6.70 -2.34 -2.66
C -4.50 -2.26 -0.43
C -4.29 -2.60 0.87
C -3.13 -2.10 1.49
C -2.36 -1.11 0.83
N -2.67 -0.63 -0.36
C -3.74 -1.22 -1.05
S -4.03 -0.47 -2.58
H -7.44 -4.82 -1.27
H -7.21 -3.91 0.23
H -6.12 -5.30 -0.09
H -5.12 -5.17 -3.20
H -3.82 -5.11 -1.91
H -3.87 -3.95 -3.29
H -7.06 -1.47 -2.11
H -7.59 -2.94 -2.93
H -6.13 -2.00 -3.50
H -4.91 -3.34 1.41
H -2.91 -2.40 2.48
H -1.45 -0.68 1.24
C 3.10 -3.48 0.70
C 4.43 -2.90 1.36
C 5.21 -2.04 0.35
C 5.42 -4.02 1.74
Si 3.90 -1.67 2.85
Br 1.64 -1.30 2.64
C 3.93 -2.73 4.50
C 5.29 -3.23 4.92
C 3.30 -1.93 5.65
C 2.90 -3.93 4.38
C 4.65 0.06 2.98
C 4.13 0.94 4.18
C 4.37 0.85 1.67
C 6.21 0.00 3.21
H 3.48 -4.23 -0.03
H 2.68 -2.64 0.17
H 2.55 -3.86 1.54
H 5.73 -2.69 -0.35
H 6.08 -1.51 0.73
H 4.55 -1.38 -0.25
H 5.84 -4.55 0.87
H 4.95 -4.77 2.37
H 6.27 -3.68 2.37
H 6.14 -2.86 4.30
H 5.32 -4.33 4.83
H 5.46 -3.03 5.98
H 3.91 -1.09 6.04
H 3.28 -2.60 6.59
H 2.26 -1.63 5.51
H 3.23 -4.56 3.53
H 1.88 -3.60 4.11
H 2.87 -4.42 5.35
H 3.03 1.05 4.17
H 4.51 1.96 4.08
H 4.45 0.48 5.13
H 3.31 1.09 1.44
H 4.74 0.24 0.84
H 5.06 1.73 1.66
H 6.48 -0.68 4.05
H 6.54 1.06 3.40
H 6.71 -0.35 2.30
I 0.34 4.32 -2.91
C -0.95 3.76 -4.48
C -0.78 4.47 -5.68
C -1.71 4.28 -6.67
C -2.61 3.21 -6.55
C -2.59 2.49 -5.38
N -1.82 2.70 -4.30
H 0.12 5.07 -5.76
H -1.84 4.97 -7.54
H -3.50 3.12 -7.20
H -3.31 1.71 -5.19

Values from the calculation:
F_max: 4.68 eV/Å
Highest occupied orbital energy: -3.6 eV
Total charge: -1
Energy relative to the best compared isomer or geometry (same formula, charge and spin): 79.4 kJ/mol
Lowest unoccupied orbital energy: 2.1 eV



2.
Below is a cluster of 10 separate species, C38H57BCl18O4 in total, with properties calculated with ωB97M-V/def2-TZVPD.

CARTESIAN COORDINATES (ANGSTROEM)
C 6.14 -2.39 -1.00
C 4.87 -2.55 -1.86
C 3.60 -2.00 -1.15
C 2.73 -1.15 -2.12
C 2.40 0.27 -1.60
C 1.39 0.85 -2.58
C 1.84 1.72 -3.57
C 0.94 2.26 -4.49
C -0.40 1.91 -4.42
C -0.85 1.05 -3.43
C 0.03 0.52 -2.47
C -0.56 -0.35 -1.43
O 0.06 -1.13 -0.74
C -2.05 -0.25 -1.20
C -2.53 -0.68 0.03
C -3.89 -0.61 0.29
C -4.76 -0.16 -0.69
C -4.32 0.28 -1.94
C -5.35 0.76 -2.94
B -5.71 -0.39 -3.99
O -6.38 -1.55 -3.59
O -5.35 -0.29 -5.32
C -2.93 0.24 -2.17
C -2.32 0.72 -3.43
O -2.94 0.90 -4.46
H 5.89 -2.46 0.07
H 6.94 -3.08 -1.27
H 6.53 -1.39 -1.19
H 5.05 -1.99 -2.79
H 4.73 -3.59 -2.16
H 3.01 -2.87 -0.88
H 3.86 -1.45 -0.25
H 3.17 -1.07 -3.12
H 1.78 -1.67 -2.27
H 3.32 0.87 -1.64
H 1.99 0.23 -0.60
H 2.88 2.00 -3.62
H 1.35 2.95 -5.25
H -1.08 2.32 -5.15
H -1.87 -1.06 0.80
H -4.24 -0.92 1.27
H -5.82 -0.13 -0.42
H -5.07 1.68 -3.42
H -6.27 0.89 -2.36
H -5.80 -2.05 -3.00
H -4.55 -0.79 -5.51
Cl -4.88 -3.28 4.64
C -5.82 -4.40 3.62
C -5.22 -4.55 2.25
Cl -5.36 -3.06 1.28
H -6.84 -4.04 3.57
H -5.82 -5.37 4.13
H -5.74 -5.33 1.70
H -4.17 -4.82 2.30
Cl 1.55 1.94 1.25
C 2.25 3.49 1.80
C 2.65 4.37 0.65
Cl 4.04 3.70 -0.24
H 3.09 3.27 2.45
H 1.48 3.99 2.39
H 2.95 5.35 1.02
H 1.84 4.51 -0.06
Cl -5.86 -7.81 0.69
C -4.41 -7.80 -0.36
C -4.26 -6.50 -1.10
Cl -5.53 -6.27 -2.33
H -4.49 -8.65 -1.04
H -3.55 -7.96 0.29
H -3.30 -6.49 -1.63
H -4.29 -5.65 -0.43
Cl 6.69 1.03 -0.98
C 8.18 1.81 -0.39
C 9.37 1.45 -1.24
Cl 9.83 -0.27 -1.06
H 8.32 1.52 0.65
H 8.01 2.89 -0.43
H 10.23 2.04 -0.92
H 9.19 1.64 -2.29
Cl 8.79 4.94 -0.62
C 10.19 5.90 -0.05
C 11.44 5.67 -0.86
Cl 12.12 4.04 -0.64
H 10.35 5.66 1.00
H 9.90 6.95 -0.12
H 12.21 6.37 -0.55
H 11.25 5.82 -1.92
Cl -2.48 -0.87 10.31
C -3.42 -1.98 9.28
C -2.82 -2.13 7.90
Cl -2.97 -0.63 6.94
H -4.44 -1.62 9.23
H -3.43 -2.95 9.78
H -3.35 -2.91 7.35
H -1.77 -2.40 7.95
Cl -5.30 -2.69 12.14
C -4.33 -3.41 13.45
C -3.06 -4.04 12.93
Cl -3.38 -5.49 11.94
H -4.95 -4.14 13.97
H -4.08 -2.61 14.14
H -2.44 -4.36 13.76
H -2.49 -3.34 12.32
Cl 2.95 2.28 -8.84
C 1.31 2.68 -9.43
C 0.73 3.87 -8.70
Cl 0.37 3.48 -6.99
H 0.69 1.80 -9.32
H 1.40 2.91 -10.49
H -0.21 4.16 -9.17
H 1.40 4.72 -8.72
Cl -6.50 3.47 -2.06
C -5.71 5.04 -1.78
C -4.23 4.98 -2.07
Cl -3.35 3.98 -0.89
H -5.91 5.34 -0.75
H -6.19 5.76 -2.44
H -3.81 5.99 -2.01
H -4.04 4.58 -3.06

Values from the calculation:
SMILES: CCCCCc1cccc2c1C(=O)c1cccc(CB(O)O)c1C2=O.ClCCCl.ClCCCl.ClCCCl.ClCCCl.ClCCCl.ClCCCl.ClCCCl.ClCCCl.ClCCCl
F_max: 1.53 eV/Å
Highest occupied orbital energy: -8.8 eV
Lowest unoccupied orbital energy: -0.3 eV



no.,DFT total energy (a.u.),gap between HOMO and LUMO (eV)
1,-5785.61625,5.724
2,-10091.54950,8.428